Entry 1:
Below is a cluster of 3 separate species, C3H12N2O2 in total, with properties calculated with ωB97M-V/def2-TZVPD.

The geometry in XYZ format:
```
19
Properties=species:S:1:pos:R:3:forces:R:3
C 0.30122 -2.33100 -0.17125 -0.98 -0.08 -0.49
C -0.13780 -1.19046 -1.07286 0.47 0.28 -0.17
N 0.21634 0.07474 -0.47772 -0.06 1.63 -0.26
C -0.50025 1.17619 -0.84260 -0.05 -0.87 -0.08
N -0.49849 2.29808 -0.22878 -0.38 -0.41 0.75
H 0.00677 -3.25551 -0.67919 0.14 -0.12 0.20
H 1.37385 -2.34893 0.01670 -0.12 0.18 0.19
H -0.32707 -2.22347 0.72087 0.61 -0.27 0.21
H -1.23227 -1.16320 -1.14071 0.13 -0.40 -0.13
H 0.25170 -1.29357 -2.09457 0.12 -0.08 0.04
H 1.07765 0.28533 0.02812 0.18 -0.76 0.28
H -1.07762 0.93433 -1.75207 -0.64 0.27 0.40
H -1.40341 2.74465 -0.34674 0.41 0.58 -0.87
H 2.83543 1.57176 0.32553 0.37 0.07 0.11
H 3.67191 0.44425 1.02793 -0.04 0.17 -0.09
O 2.77512 0.66934 0.69305 -0.30 -0.23 -0.06
H -2.61504 -0.11087 2.38025 0.09 -0.06 -0.20
H -1.96044 0.11826 1.02076 0.18 0.00 0.06
O -2.55442 -0.48148 1.49057 -0.14 0.08 0.12
```
Forces are in eV/Å.

Computed properties:
Spin multiplicity ... 2
Calculated total energy ... -10379.173 eV
LUMO level (alpha / beta) ... 3.473 / 3.330 eV
Net charge ... -1
Gap between HOMO and LUMO (alpha / beta) ... 2.413 / 8.780 eV
HOMO energy (alpha / beta) ... 0.0389 / -0.2003 Ha
Energy above the lowest of the compared OMol25 structures with the same formula, charge and spin ... 0.6829 eV

What are the natural (NBO) partial charges on each atom? They are as follows, in elementary charge units:
1. C -0.652
2. C -0.214
3. N -0.662
4. C 0.271
5. N -0.779
6. H 0.190
7. H 0.221
8. H 0.218
9. H 0.177
10. H 0.165
11. H 0.448
12. H 0.116
13. H 0.333
14. H 0.384
15. H 0.274
16. O -1.467
17. H 0.461
18. H 0.485
19. O -0.969


Entry 2:
Below is a structure of composition C44H51BrOPSeSn, with properties calculated with ωB97M-V/def2-TZVPD.

The geometry in XYZ format:
```
100
Properties=species:S:1:pos:R:3:forces:R:3
Sn 0.63293 0.58912 0.53088 0.08 0.11 0.01
C 4.36519 -2.87038 -2.50105 -0.02 0.01 0.01
C 5.50330 -2.29520 -1.70197 -0.01 -0.01 0.01
C 6.81119 -2.50701 -2.12673 0.01 0.00 0.01
C 7.89234 -2.02275 -1.40782 0.00 -0.01 0.00
C 7.68038 -1.31187 -0.23703 -0.01 0.00 0.01
C 6.38466 -1.09029 0.20054 0.03 -0.02 -0.01
C 5.29288 -1.57296 -0.51916 0.01 0.03 0.03
P 3.58231 -1.29583 0.06898 -0.02 -0.07 -0.06
C 3.74960 0.06071 1.28542 0.08 -0.06 0.04
C 3.32369 -0.06737 2.60872 0.02 0.00 -0.02
C 3.27541 1.02944 3.45778 -0.02 -0.03 -0.01
C 3.65384 2.27727 2.98921 -0.01 0.01 0.01
C 4.07065 2.41629 1.67440 -0.05 0.02 -0.01
C 4.12205 1.33002 0.80505 0.03 0.02 -0.03
C 4.59627 1.55187 -0.60678 -0.07 0.03 -0.02
C 3.31093 -2.80630 1.07727 -0.04 0.05 0.07
C 4.21482 -3.17284 2.07695 0.03 0.04 -0.04
C 4.00068 -4.28926 2.86376 -0.02 -0.02 0.01
C 2.87077 -5.07132 2.65506 0.02 0.02 0.00
C 1.98315 -4.74007 1.64851 0.02 0.01 -0.02
C 2.19409 -3.61761 0.84720 -0.04 0.01 0.01
C 1.22732 -3.35000 -0.26505 -0.14 -0.04 -0.08
H 4.71880 -3.24312 -3.46069 0.00 0.00 0.00
H 3.58854 -2.12541 -2.68968 0.00 -0.01 0.01
H 3.90412 -3.70963 -1.97338 -0.02 0.00 0.02
H 6.98176 -3.06325 -3.04025 0.00 0.00 -0.01
H 8.89870 -2.20045 -1.76265 0.01 0.00 -0.01
H 8.51681 -0.92882 0.33198 0.01 0.00 0.01
H 6.22232 -0.52356 1.10966 -0.01 0.00 0.01
H 3.01087 -1.03084 2.98418 0.01 -0.10 0.01
H 2.94462 0.90439 4.48025 0.00 0.00 0.01
H 3.62672 3.13907 3.64255 -0.01 0.01 0.00
H 4.36169 3.39260 1.30511 0.01 0.00 0.00
H 4.44700 2.59031 -0.89907 0.00 0.02 -0.01
H 4.07629 0.91243 -1.32587 -0.01 0.02 0.01
H 5.65960 1.32585 -0.70257 -0.01 0.00 -0.01
H 5.10356 -2.57378 2.23536 -0.01 0.02 0.00
H 4.71332 -4.55290 3.63354 0.00 0.00 0.01
H 2.69329 -5.94665 3.26525 0.00 -0.01 0.00
H 1.11834 -5.36649 1.46367 -0.01 0.00 0.00
H 0.68096 -4.25136 -0.53676 0.03 -0.01 0.00
H 1.70161 -2.93504 -1.14823 0.05 -0.03 -0.03
C -3.81806 6.36099 -2.47881 -0.01 0.00 0.00
C -2.99257 6.33663 -1.18533 0.01 -0.01 -0.03
C -1.82298 7.31430 -1.32338 -0.01 -0.01 -0.02
C -3.87044 6.80328 -0.01626 0.02 0.01 0.00
C -2.50150 4.90989 -0.94526 0.06 0.02 0.04
C -1.20909 4.50964 -1.25890 -0.07 -0.02 -0.05
C -0.84342 3.20557 -1.00330 0.10 -0.03 0.00
Br 0.94496 2.68061 -1.48531 0.05 0.07 -0.01
C -1.67057 2.24277 -0.42464 -0.17 -0.03 0.01
O -1.20544 1.00663 -0.13731 0.03 0.09 -0.03
C -3.00253 2.61549 -0.17414 0.01 -0.03 0.01
C -3.35451 3.93823 -0.43413 -0.05 -0.02 -0.07
C -4.11745 1.68734 0.34515 0.02 0.02 -0.01
C -5.23066 1.64441 -0.71449 -0.01 -0.01 0.01
C -3.70668 0.23673 0.61991 0.00 0.00 -0.02
C -4.67866 2.26310 1.65405 0.00 0.00 0.01
H -4.18666 7.36964 -2.67455 -0.01 0.01 0.00
H -4.67835 5.69318 -2.40700 0.00 -0.01 0.00
H -3.21605 6.04567 -3.33271 0.01 0.00 0.00
H -2.20867 8.32941 -1.42079 0.00 0.00 0.00
H -1.22240 7.11389 -2.21186 0.00 0.00 -0.01
H -1.17040 7.28315 -0.44861 0.00 0.01 0.01
H -4.11062 7.86017 -0.13814 -0.02 0.00 -0.01
H -3.35652 6.67867 0.93841 0.01 0.02 0.00
H -4.81546 6.26225 0.03113 0.00 -0.01 0.01
H -0.49453 5.18697 -1.70097 0.02 0.03 0.03
H -4.37630 4.22525 -0.22895 0.00 0.01 0.02
H -4.86137 1.20930 -1.64475 0.01 0.00 -0.01
H -5.62425 2.63519 -0.93913 -0.01 0.00 0.00
H -6.05826 1.03000 -0.35543 0.00 -0.01 0.00
H -3.29653 -0.25211 -0.26251 -0.01 -0.01 -0.01
H -4.59814 -0.31325 0.92934 0.00 -0.01 0.01
H -2.97345 0.16735 1.42243 0.02 0.00 0.03
H -5.13462 3.24290 1.51305 0.01 0.01 0.00
H -3.89155 2.36349 2.40396 0.00 -0.01 0.01
H -5.44476 1.59537 2.05224 -0.01 0.00 0.00
C -5.52805 -5.12776 -0.61870 0.01 0.00 0.00
C -4.22309 -4.41141 -0.41419 -0.02 0.00 0.01
C -3.82276 -3.99668 0.84930 0.03 -0.01 0.00
C -2.62220 -3.32883 1.06234 0.00 -0.07 -0.01
C -2.24821 -2.92312 2.46230 -0.01 0.00 -0.01
C -1.81761 -3.08035 -0.05477 -0.06 0.17 -0.13
Se -0.20265 -2.08369 0.21240 0.16 -0.24 0.27
C -2.18159 -3.47789 -1.34601 -0.03 -0.01 0.01
C -1.32961 -3.24262 -2.56325 0.00 0.02 0.00
C -3.38713 -4.15214 -1.49270 0.00 0.02 -0.02
H -6.12190 -5.13927 0.29326 0.00 0.00 0.00
H -5.35841 -6.16117 -0.92487 0.01 0.00 0.00
H -6.11324 -4.64739 -1.40331 -0.01 0.00 0.00
H -4.46056 -4.20291 1.70067 -0.01 0.01 0.01
H -2.92260 -3.39022 3.17731 0.00 0.01 0.01
H -2.31851 -1.84254 2.59605 0.01 0.03 -0.01
H -1.22715 -3.21672 2.70672 -0.01 -0.01 0.00
H -0.68288 -2.37277 -2.45347 -0.02 0.01 0.00
H -1.95738 -3.08920 -3.43949 0.00 -0.02 0.00
H -0.69737 -4.11067 -2.76405 0.02 0.01 0.00
H -3.68591 -4.47179 -2.48501 -0.01 0.00 0.00
```
Forces are in eV/Å.

Computed properties:
Calculated total energy ... -199008.403 eV
LUMO level ... -3.566 eV
Net charge ... +1
Gap between HOMO and LUMO ... 7.048 eV
HOMO energy ... -0.3900 Ha
Energy above the lowest of the compared OMol25 structures with the same formula, charge and spin ... 0.7326 eV

Here are the Mulliken charges for atoms 1 to 99, given in e:
1. Sn 0.718
2. C -1.253
3. C 0.368
4. C -0.828
5. C -0.783
6. C -0.806
7. C -0.659
8. C 1.026
9. P 0.182
10. C 0.454
11. C -0.982
12. C -0.726
13. C -0.769
14. C -0.735
15. C 0.993
16. C -1.747
17. C 0.457
18. C 0.045
19. C -0.808
20. C -0.876
21. C -0.499
22. C 0.600
23. C -1.170
24. H 0.523
25. H 0.236
26. H 0.257
27. H 0.408
28. H 0.411
29. H 0.448
30. H 0.456
31. H 0.422
32. H 0.469
33. H 0.418
34. H 0.472
35. H 0.535
36. H 0.272
37. H 0.338
38. H 0.479
39. H 0.457
40. H 0.420
41. H 0.481
42. H 0.971
43. H 0.184
44. C -1.534
45. C 1.941
46. C -1.977
47. C -1.738
48. C -0.247
49. C -0.710
50. C 0.004
51. Br -0.256
52. C 1.103
53. O -0.826
54. C -0.222
55. C -0.344
56. C 2.544
57. C -1.794
58. C -2.394
59. C -1.829
60. H 0.433
61. H 0.327
62. H 0.344
63. H 0.433
64. H 0.362
65. H 0.437
66. H 0.462
67. H 0.374
68. H 0.383
69. H 0.412
70. H 0.161
71. H 0.381
72. H 0.352
73. H 0.460
74. H 0.341
75. H 0.635
76. H 0.319
77. H 0.363
78. H 0.387
79. H 0.461
80. C -1.577
81. C 0.515
82. C -0.837
83. C 0.600
84. C -1.501
85. C 0.479
86. Se 0.686
87. C 0.975
88. C -2.044
89. C -0.739
90. H 0.362
91. H 0.335
92. H 0.371
93. H 0.355
94. H 0.457
95. H 0.242
96. H 0.301
97. H 0.267
98. H 0.545
99. H 0.333


Entry 3:
Below is a structure of composition C6H10N, with properties calculated with ωB97M-V/def2-TZVPD.

The geometry in XYZ format:
```
17
Properties=species:S:1:pos:R:3:forces:R:3
C -0.33961 -1.57551 0.14357 -2.62 -0.32 -0.47
C -1.58458 -1.70060 0.03663 2.82 -3.08 -1.31
C 0.92551 -1.17167 0.41137 2.20 -0.51 1.54
C 1.50487 -0.20096 -0.33732 -0.29 0.26 -0.65
C 2.77537 0.56391 -0.04602 0.02 -1.26 -2.00
C -1.69201 1.51503 0.02713 -2.92 -1.74 -0.09
N -2.55213 0.55222 -0.05448 -0.40 2.80 0.39
H 1.36759 -1.68384 1.28104 0.19 0.68 -0.27
H -1.96633 2.56294 0.12724 0.23 -0.08 -0.06
H 3.30388 -0.16284 0.55711 0.96 0.31 0.07
H 2.57286 1.41154 0.55442 -0.44 0.92 0.79
H 3.35131 0.97831 -0.96362 -1.06 -1.17 1.46
H -0.71684 1.12140 0.01294 1.43 0.40 -0.01
H 0.88380 -0.05394 -1.22066 0.42 0.79 -0.17
H -2.05760 -0.68915 0.12180 -1.07 2.34 0.61
H -3.56282 0.75075 0.01871 0.63 0.34 -0.17
H -2.21326 -2.21759 -0.66987 -0.09 -0.68 0.31
```
Forces are in eV/Å.

Computed properties:
Calculated total energy ... -7862.624 eV
LUMO level (alpha / beta) ... -5.276 / -5.276 eV
Net charge ... +1
Gap between HOMO and LUMO (alpha / beta) ... 8.699 / 8.700 eV
HOMO energy (alpha / beta) ... -0.5136 / -0.5136 Ha
Energy above the lowest of the compared OMol25 structures with the same formula, charge and spin ... 3.7242 eV

What are the natural (NBO) partial charges on each atom? They are as follows, in elementary charge units:
1. C 0.331
2. C -0.494
3. C -0.419
4. C 0.099
5. C -0.686
6. C 0.051
7. N -0.583
8. H 0.264
9. H 0.218
10. H 0.248
11. H 0.264
12. H 0.271
13. H 0.177
14. H 0.211
15. H 0.341
16. H 0.401
17. H 0.308


What is the formula in the first record? C3H12N2O2